A:
C23H40N2O3 | ωB97M-V with the def2-TZVPD basis set

Each line ends with the Mulliken charge.
Cartesian coordinates (Å):
C  -3.38  0.48  3.10  -1.01
C  -2.65  0.41  1.98  0.11
C  -3.14  -0.15  0.65  -0.83
O  -2.17  -0.99  0.03  -0.15
C  -1.75  -2.14  0.77  -1.26
C  -0.49  -2.78  0.13  0.79
C  0.61  -1.69  0.03  -0.34
O  1.19  -1.32  1.05  -0.70
N  1.00  -1.26  -1.18  0.28
C  0.14  -1.10  -2.40  -1.18
C  0.67  0.34  -2.46  1.78
C  1.24  0.73  -3.84  -1.23
C  1.72  2.20  -3.84  -0.61
C  0.65  3.18  -3.30  -0.98
N  0.26  2.70  -1.96  0.34
C  0.75  3.31  -0.84  -0.03
O  1.46  4.32  -0.92  -0.71
C  0.27  2.87  0.57  3.17
C  -1.10  3.52  0.86  -1.97
C  1.32  3.13  1.71  0.37
C  2.68  2.43  1.46  -1.42
C  0.81  2.73  3.11  -1.40
C  -0.38  1.38  -1.96  -1.67
C  1.76  -0.01  -1.43  -0.18
C  -0.04  -4.15  0.78  1.62
C  1.28  -4.65  0.15  -1.79
C  -1.11  -5.24  0.50  -1.84
C  0.15  -4.06  2.31  -1.69
H  -2.96  0.88  4.01  0.30
H  -4.40  0.13  3.14  0.29
H  -1.63  0.76  1.98  0.39
H  -4.08  -0.68  0.76  0.50
H  -3.33  0.69  -0.02  0.32
H  -1.54  -1.90  1.81  0.57
H  -2.59  -2.85  0.78  0.24
H  -0.78  -3.03  -0.89  0.73
H  0.47  -1.70  -3.25  0.35
H  -0.94  -1.06  -2.21  0.30
H  2.05  0.07  -4.14  0.47
H  0.47  0.61  -4.60  0.38
H  2.63  2.30  -3.24  0.32
H  2.01  2.50  -4.85  0.47
H  0.95  4.23  -3.31  0.47
H  -0.24  3.15  -3.93  0.39
H  0.14  1.79  0.57  -1.34
H  -1.82  3.32  0.06  0.34
H  -1.56  3.15  1.78  0.42
H  -1.02  4.60  0.95  0.37
H  1.52  4.21  1.74  0.30
H  2.56  1.34  1.44  0.19
H  3.13  2.73  0.52  0.33
H  3.40  2.67  2.24  0.48
H  0.52  1.68  3.14  0.20
H  1.58  2.88  3.87  0.44
H  -0.05  3.33  3.42  0.35
H  -1.21  1.42  -2.67  0.35
H  -0.89  1.11  -1.04  0.11
H  1.73  0.72  -0.62  -0.39
H  2.74  -0.17  -1.89  0.37
H  2.12  -4.00  0.40  0.34
H  1.55  -5.65  0.51  0.49
H  1.22  -4.70  -0.94  0.35
H  -2.06  -5.02  0.99  0.36
H  -1.31  -5.34  -0.57  0.41
H  -0.79  -6.22  0.86  0.46
H  -0.77  -3.80  2.83  0.35
H  0.49  -5.01  2.73  0.47
H  0.90  -3.31  2.59  0.29

Results
LUMO level: 0.60 eV
SMILES: C=CCOC[C@@H](C(=O)N1CC2(CCCN(C(=O)[C@H](C)C(C)C)C2)C1)C(C)(C)C
HOMO: -9.11 eV
Orbital gap: 0.357 Ha

B:
C23H40N2O3 | ωB97M-V with the def2-TZVPD basis set

Each line ends with the Mulliken charge.
Cartesian coordinates (Å):
C  -3.74  2.97  0.33  -0.92
C  -2.59  2.37  0.56  0.06
C  -1.30  3.07  0.85  -0.77
O  -0.20  2.46  0.19  -0.15
C  -0.12  2.85  -1.17  -1.38
C  0.97  2.03  -1.83  1.03
C  0.68  0.56  -1.62  -0.58
O  -0.30  0.00  -2.08  -0.72
N  1.62  -0.12  -0.91  0.42
C  2.45  0.35  0.21  -1.23
C  2.11  -0.96  0.97  2.23
C  3.29  -1.78  1.47  -1.28
C  2.84  -3.07  2.16  -0.54
C  1.82  -2.75  3.23  -1.10
N  0.70  -2.01  2.67  0.38
C  -0.47  -2.67  2.43  0.09
O  -0.61  -3.84  2.74  -0.70
C  -1.66  -1.86  1.91  2.64
C  -2.30  -1.21  3.14  -2.14
C  -2.62  -2.75  1.12  0.50
C  -1.94  -3.34  -0.11  -1.45
C  -3.86  -1.97  0.69  -1.47
C  1.12  -0.74  2.10  -2.07
C  1.42  -1.45  -0.33  -0.42
C  1.20  2.37  -3.33  1.59
C  2.21  1.38  -3.90  -1.75
C  1.80  3.78  -3.44  -1.87
C  -0.08  2.32  -4.16  -1.72
H  -4.65  2.41  0.15  0.30
H  -3.82  4.06  0.32  0.28
H  -2.52  1.29  0.53  0.37
H  -1.36  4.14  0.60  0.45
H  -1.08  3.00  1.92  0.32
H  -1.08  2.66  -1.66  0.53
H  0.09  3.92  -1.24  0.39
H  1.91  2.27  -1.32  0.78
H  3.50  0.42  -0.07  0.29
H  2.08  1.26  0.68  0.33
H  3.95  -2.02  0.62  0.47
H  3.89  -1.18  2.16  0.35
H  2.39  -3.75  1.43  0.32
H  3.70  -3.59  2.59  0.42
H  1.44  -3.64  3.72  0.54
H  2.28  -2.12  4.00  0.39
H  -1.32  -1.07  1.23  -0.99
H  -1.57  -0.63  3.71  0.39
H  -3.11  -0.54  2.86  0.49
H  -2.70  -1.98  3.80  0.37
H  -2.93  -3.57  1.77  0.31
H  -1.64  -2.54  -0.81  0.19
H  -1.06  -3.92  0.16  0.34
H  -2.62  -4.00  -0.64  0.50
H  -3.59  -1.08  0.11  0.21
H  -4.49  -2.60  0.06  0.44
H  -4.47  -1.65  1.54  0.37
H  1.62  -0.17  2.90  0.26
H  0.27  -0.13  1.79  0.48
H  0.37  -1.73  -0.24  -0.37
H  1.99  -2.21  -0.86  0.27
H  1.80  0.37  -3.93  0.34
H  2.48  1.66  -4.92  0.51
H  3.13  1.36  -3.31  0.30
H  1.10  4.55  -3.12  0.37
H  2.70  3.87  -2.83  0.39
H  2.06  3.99  -4.47  0.47
H  -0.81  3.06  -3.84  0.34
H  0.15  2.52  -5.21  0.47
H  -0.55  1.34  -4.10  0.29

Results
LUMO level: 0.61 eV
SMILES: C=CCOC[C@@H](C(=O)N1CC2(CCCN(C(=O)[C@H](C)C(C)C)C2)C1)C(C)(C)C
HOMO: -9.08 eV
Orbital gap: 0.356 Ha

Question: which arrangement is favored energetically? Ranking from most to least stable: B, A.

A:
CH3Cl | ωB97M-V with the def2-TZVPD basis set

Each line ends with the Mulliken charge.
Cartesian coordinates (Å):
C  0.07  -0.01  -0.06  -0.65
H  0.38  0.95  -0.38  0.28
H  0.32  -0.01  0.89  0.27
H  0.80  -0.89  -0.40  0.26
Cl  -1.58  -0.04  -0.04  -0.16

Results
LUMO level: 1.15 eV
SMILES: CCl
HOMO: -10.56 eV
Orbital gap: 0.430 Ha

B:
CH3Cl | ωB97M-V with the def2-TZVPD basis set

Each line ends with the Mulliken charge.
Cartesian coordinates (Å):
C  -0.03  0.15  -0.06  -0.54
H  -1.13  0.04  -0.06  0.25
H  0.17  0.70  0.76  0.22
H  0.17  0.43  -1.06  0.26
Cl  0.83  -1.32  0.42  -0.19

Results
LUMO level: 1.12 eV
SMILES: CCl
HOMO: -10.68 eV
Orbital gap: 0.434 Ha

Question: which arrangement is favored energetically? Ranking from most to least stable: B, A.

A:
C6H10N5 | ωB97M-V with the def2-TZVPD basis set

Each line ends with the Mulliken charge.
Cartesian coordinates (Å):
C  1.68  -0.40  -2.13  -0.16
C  0.66  1.39  -1.27  -0.65
C  1.20  0.57  -0.28  0.25
C  0.46  0.13  2.07  0.21
C  -1.43  -0.62  0.77  0.52
C  -0.94  -1.46  -0.09  -0.99
N  1.77  -0.58  -0.85  -0.49
N  1.02  0.75  -2.42  -0.06
N  1.22  0.66  1.13  -0.08
N  -0.74  -0.40  1.98  -0.16
N  -2.50  0.20  0.61  -0.45
H  2.28  -1.17  -2.79  0.38
H  0.77  0.16  3.19  0.28
H  -1.42  -1.78  -1.03  0.29
H  -0.09  -1.95  0.21  0.45
H  0.18  2.29  -1.26  0.55
H  0.76  1.26  -3.22  0.18
H  2.14  0.89  1.42  0.32
H  -1.16  -0.68  2.79  0.22
H  -2.97  0.06  -0.24  0.19
H  -2.89  0.69  1.40  0.20

Results
LUMO level: -3.15 eV
SMILES: C=C(N)/[NH+]=C\Nc1c[nH]cn1
Net charge: +1
HOMO: -12.11 eV
Orbital gap: 0.329 Ha

B:
C6H10N5 | ωB97M-V with the def2-TZVPD basis set

Each line ends with the Mulliken charge.
Cartesian coordinates (Å):
C  -2.95  -0.50  -0.38  -0.12
C  -1.04  -0.60  0.75  -0.47
C  -1.28  0.63  0.17  0.45
C  0.75  2.01  0.27  -0.07
C  1.68  -0.21  -0.33  0.34
C  0.94  -0.66  -1.37  -0.73
N  -2.48  0.69  -0.52  -0.63
N  -2.21  -1.30  0.56  -0.17
N  -0.55  1.76  0.37  -0.06
N  1.77  1.11  0.09  -0.15
N  2.33  -1.11  0.51  -0.44
H  -3.78  -1.09  -0.81  0.37
H  1.08  3.01  0.35  0.42
H  0.85  -1.68  -1.67  0.36
H  0.55  0.20  -2.00  0.27
H  -0.32  -0.99  1.55  0.36
H  -2.24  -2.33  0.56  0.31
H  -1.14  2.54  0.08  0.32
H  2.75  1.43  0.34  0.31
H  2.05  -2.05  0.67  0.18
H  3.25  -0.87  0.81  0.16

Results
LUMO level: -3.83 eV
SMILES: C=C(N)/[NH+]=C\Nc1c[nH]cn1
Net charge: +1
HOMO: -12.06 eV
Orbital gap: 0.302 Ha

Question: which arrangement is favored energetically? Ranking from most to least stable: A, B.

A:
C37H46IrNOS4Si | ωB97M-V with the def2-TZVPD basis set

Each line ends with the Löwdin spin population.
Cartesian coordinates (Å):
Ir  0.28  0.04  0.62  0.02
C  4.36  1.78  2.44  0.00
C  4.43  0.83  1.24  0.00
S  2.94  -0.17  0.86  0.00
C  3.12  -1.56  2.01  0.00
C  2.01  -1.74  3.04  0.00
S  0.55  -0.66  3.01  0.00
C  0.98  0.59  4.26  0.00
C  2.05  1.62  3.94  0.00
S  3.76  0.99  3.96  0.00
H  3.73  2.64  2.23  0.00
H  5.36  2.13  2.65  0.00
H  5.22  0.08  1.38  0.00
H  4.66  1.39  0.33  0.00
H  4.07  -1.42  2.51  0.00
H  3.19  -2.44  1.39  0.00
H  2.41  -1.63  4.05  0.00
H  1.58  -2.74  2.95  0.00
H  1.23  0.01  5.16  0.00
H  0.03  1.10  4.46  0.00
H  2.00  2.40  4.70  0.00
H  1.87  2.05  2.98  0.00
C  -1.77  0.24  0.71  0.02
Si  -2.40  1.56  -0.39  0.04
C  -1.01  2.91  0.00  0.05
N  0.27  2.29  0.08  0.00
C  0.91  1.92  -1.20  0.00
C  2.15  2.80  -1.49  0.00
C  1.87  4.22  -1.01  0.00
C  1.68  4.26  0.52  0.00
C  1.20  2.89  1.05  0.00
C  -2.17  1.34  -2.21  0.00
C  -1.67  0.14  -2.74  0.00
C  -1.42  0.04  -4.10  0.00
C  -1.66  1.12  -4.94  0.00
C  -2.16  2.32  -4.42  0.00
C  -2.41  2.43  -3.06  0.00
C  -4.07  2.21  -0.05  0.26
C  -5.03  2.32  -1.06  0.06
C  -6.30  2.80  -0.77  0.08
C  -6.63  3.14  0.55  0.29
C  -5.68  3.02  1.57  0.07
C  -4.42  2.55  1.28  0.08
H  -2.19  -0.74  0.42  0.00
H  -2.07  0.38  1.75  0.00
H  -1.23  3.40  0.96  0.00
H  -1.10  3.63  -0.82  0.00
H  0.18  2.01  -2.00  0.00
H  1.22  0.85  -1.15  0.00
H  2.35  2.77  -2.56  0.00
H  3.04  2.40  -0.98  0.00
H  0.97  4.59  -1.51  0.00
H  2.69  4.88  -1.29  0.00
H  0.97  5.04  0.80  0.00
H  2.63  4.48  1.02  0.00
H  0.70  3.00  2.00  0.00
H  2.04  2.22  1.14  0.00
H  -1.48  -0.71  -2.09  0.00
H  -1.04  -0.89  -4.52  0.00
H  -1.48  1.03  -6.00  0.00
H  -2.34  3.16  -5.07  0.00
H  -2.80  3.37  -2.67  0.00
H  -4.81  2.03  -2.08  0.00
H  -7.03  2.89  -1.56  0.00
H  -7.63  3.48  0.78  0.01
H  -5.94  3.30  2.58  0.00
H  -3.69  2.46  2.09  0.00
O  0.52  -1.67  -0.61  0.00
S  1.31  -2.99  -0.31  0.00
C  1.34  -3.90  -1.81  0.00
C  0.17  -4.21  -2.50  0.00
C  0.27  -5.01  -3.62  0.00
C  1.52  -5.47  -4.04  0.00
C  2.67  -5.16  -3.34  0.00
C  2.59  -4.35  -2.21  0.00
C  0.18  -3.97  0.67  0.00
C  -1.16  -3.61  0.76  0.00
C  -2.00  -4.38  1.54  0.00
C  -1.50  -5.48  2.23  0.00
C  -0.16  -5.82  2.13  0.00
C  0.70  -5.06  1.36  0.00
H  -0.80  -3.85  -2.16  0.00
H  -0.63  -5.28  -4.17  0.00
H  1.58  -6.09  -4.94  0.00
H  3.63  -5.53  -3.66  0.00
H  3.48  -4.09  -1.66  0.00
H  -1.52  -2.75  0.21  0.00
H  -3.06  -4.13  1.62  0.00
H  -2.17  -6.08  2.85  0.00
H  0.22  -6.68  2.67  0.00
H  1.75  -5.32  1.28  0.00

Results
LUMO level (spin up / spin down): -9.51 / -12.21 eV
2S+1: 2
Net charge: +3
HOMO (spin up / spin down): -15.90 / -15.90 eV
Orbital gap (spin up / spin down): 0.235 / 0.135 Ha

B:
C37H46IrNOS4Si | ωB97M-V with the def2-TZVPD basis set

Each line ends with the Löwdin spin population.
Cartesian coordinates (Å):
Ir  0.08  -0.11  0.75  0.86
C  4.36  1.42  2.49  0.00
C  4.36  0.45  1.32  0.00
S  2.78  -0.43  0.98  0.03
C  2.94  -1.82  2.18  0.00
C  1.88  -1.97  3.28  -0.01
S  0.43  -0.85  3.30  -0.04
C  0.97  0.41  4.53  0.00
C  2.04  1.39  4.11  0.00
S  3.74  0.69  4.05  0.00
H  3.77  2.31  2.28  0.00
H  5.39  1.71  2.68  0.00
H  5.10  -0.33  1.46  0.00
H  4.60  0.99  0.40  0.00
H  3.92  -1.71  2.64  0.00
H  2.96  -2.72  1.56  0.00
H  2.34  -1.87  4.26  0.00
H  1.43  -2.96  3.21  0.00
H  1.26  -0.15  5.43  0.00
H  0.05  0.95  4.77  0.00
H  2.08  2.19  4.85  0.00
H  1.82  1.80  3.13  0.00
C  -2.08  0.31  0.69  0.01
Si  -2.76  1.71  -0.36  0.00
C  -1.42  3.14  0.06  0.02
N  -0.10  2.63  0.06  -0.02
C  0.54  2.45  -1.24  -0.01
C  1.71  3.44  -1.44  0.00
C  1.35  4.78  -0.81  0.00
C  1.20  4.62  0.71  0.00
C  0.80  3.16  1.05  0.00
C  -2.61  1.67  -2.27  0.01
C  -2.10  0.56  -2.93  0.01
C  -1.91  0.60  -4.30  0.00
C  -2.24  1.73  -5.02  0.01
C  -2.75  2.85  -4.37  0.00
C  -2.94  2.81  -3.00  0.00
C  -4.54  2.31  0.05  0.01
C  -5.52  2.45  -0.93  0.01
C  -6.80  2.86  -0.59  0.00
C  -7.11  3.09  0.74  0.02
C  -6.14  2.95  1.72  0.00
C  -4.86  2.54  1.39  0.01
H  -2.50  -0.64  0.36  0.00
H  -2.40  0.46  1.72  0.00
H  -1.66  3.54  1.05  0.00
H  -1.57  3.92  -0.68  0.00
H  -0.20  2.58  -2.02  0.00
H  0.92  1.42  -1.30  0.00
H  1.89  3.55  -2.50  0.00
H  2.62  3.05  -0.99  0.00
H  0.42  5.14  -1.26  0.00
H  2.12  5.51  -1.03  0.00
H  0.45  5.31  1.08  0.00
H  2.14  4.84  1.21  0.00
H  0.32  3.14  2.03  0.00
H  1.69  2.53  1.05  0.00
H  -1.84  -0.33  -2.37  0.00
H  -1.52  -0.27  -4.81  0.00
H  -2.11  1.75  -6.09  0.00
H  -2.99  3.74  -4.92  0.00
H  -3.34  3.69  -2.50  0.00
H  -5.30  2.23  -1.96  0.00
H  -7.54  2.97  -1.36  0.00
H  -8.12  3.38  1.01  0.00
H  -6.38  3.16  2.76  0.00
H  -4.12  2.43  2.17  0.00
O  0.34  -2.00  -0.51  0.07
S  1.08  -3.24  -0.07  0.01
C  1.25  -4.34  -1.50  0.00
C  0.15  -4.75  -2.25  0.00
C  0.35  -5.67  -3.27  0.00
C  1.62  -6.16  -3.53  0.00
C  2.71  -5.76  -2.76  0.00
C  2.52  -4.83  -1.75  0.00
C  -0.14  -4.17  0.89  0.00
C  -1.47  -3.81  0.81  0.00
C  -2.40  -4.50  1.56  0.00
C  -1.99  -5.54  2.39  0.00
C  -0.65  -5.89  2.46  0.00
C  0.30  -5.20  1.72  0.00
H  -0.83  -4.36  -2.03  0.00
H  -0.49  -6.00  -3.85  0.00
H  1.77  -6.86  -4.33  0.00
H  3.69  -6.15  -2.95  0.00
H  3.36  -4.50  -1.15  0.00
H  -1.77  -3.00  0.16  0.00
H  -3.45  -4.25  1.51  0.00
H  -2.71  -6.08  2.98  0.00
H  -0.34  -6.70  3.10  0.00
H  1.34  -5.46  1.78  0.00

Results
LUMO level (spin up / spin down): -12.25 / -12.38 eV
2S+1: 2
Net charge: +3
HOMO (spin up / spin down): -16.03 / -15.98 eV
Orbital gap (spin up / spin down): 0.139 / 0.132 Ha

Question: which arrangement is favored energetically? Ranking from most to least stable: A, B.